Arrangement one

Entry from the OMol25 dataset: a single C5H6N2 molecule (ωB97M-V/def2-TZVPD).

Each line ends with the natural charge from an NBO analysis.
Geometry (Å):
1 C -0.39656 -0.84695 -0.91908  -0.264
2 C 0.89502 -0.45877 -1.15668  -0.240
3 C -1.30789 0.38340 1.06493  -0.328
4 C -0.59295 -0.76771 0.51600  -0.151
5 C 1.52098 0.37841 -0.15796  -0.138
6 N -0.28532 1.46653 0.79880  -0.063
7 N 0.86193 1.33800 0.46522  -0.089
8 H -1.03491 -1.08762 -1.76094  0.220
9 H 1.31223 -0.78320 -2.14406  0.210
10 H -2.33668 0.70119 0.53267  0.232
11 H -1.55745 0.29339 2.03733  0.206
12 H 0.26022 -1.08399 0.95839  0.193
13 H 2.66138 0.46732 -0.23462  0.213

Output
2S+1 = 1
SMILES = C1=CCN=NC=C1

Arrangement two

Entry from the OMol25 dataset: a single C5H6N2 molecule (ωB97M-V/def2-TZVPD).

Each line ends with the natural charge from an NBO analysis.
Geometry (Å):
1 N 2.44319 -1.25123 1.47840  -0.301
2 C 1.71153 -0.46935 1.02867  0.242
3 C 0.74834 0.52428 0.46419  -0.150
4 C 0.16346 0.64349 -1.20722  -0.404
5 C -1.14154 0.30056 -0.54913  -0.115
6 C -1.11667 -0.95754 0.19051  -0.269
7 N -0.65640 0.27024 0.85626  -0.368
8 H 1.09646 1.50411 0.76801  0.236
9 H 0.98390 -0.03347 -1.27920  0.253
10 H 0.25961 1.68813 -1.50438  0.227
11 H -2.05665 0.83519 -0.78437  0.219
12 H -0.39462 -1.72503 -0.08017  0.206
13 H -2.04060 -1.32937 0.61842  0.224

Output
2S+1 = 1
SMILES = N#C[C@H]1C[C@H]2CN21

Q: Which of them is the most stable? A: arrangement two.

Arrangement one

Entry from the OMol25 dataset: a molecular structure, C5H6N2 (ωB97M-V/def2-TZVPD).

Each line ends with the natural charge from an NBO analysis.
Geometry (Å):
1 N 1.47406 -0.12144 1.35607  -0.319
2 C 1.58456 1.03223 0.87764  0.084
3 C 1.38049 0.04122 -0.15430  -0.160
4 C 0.01109 -0.06266 -0.78770  -0.099
5 C -1.01786 -1.03787 -0.14567  -0.488
6 C -1.69979 0.26722 0.14043  0.110
7 N -0.86871 1.08072 -0.40046  -0.387
8 H 2.22064 -0.35418 -0.72531  0.191
9 H 0.10361 -0.14863 -1.87514  0.205
10 H -1.55303 -1.69954 -0.83380  0.222
11 H -0.64615 -1.60311 0.71509  0.237
12 H -2.63456 0.54214 0.63255  0.184
13 H 1.64565 2.06390 1.20060  0.220

Output
2S+1 = 1

Arrangement two

Entry from the OMol25 dataset: a molecular structure, C5H6N2 (ωB97M-V/def2-TZVPD).

Each line ends with the natural charge from an NBO analysis.
Geometry (Å):
1 C 0.47221 1.76242 -0.03371  -0.028
2 C 0.50081 0.40566 -0.21707  -0.115
3 C -1.68835 -0.71784 0.09135  0.384
4 C -0.85967 0.23747 -0.28879  -0.062
5 C 1.37151 -0.67231 0.01829  -0.643
6 N -0.99281 1.83158 -0.19144  -0.592
7 N -1.74891 -1.92518 0.13737  -0.558
8 H 1.20368 2.49797 -0.11459  0.200
9 H 1.37129 -1.08390 1.17060  0.219
10 H 1.26617 -1.69060 -0.49206  0.229
11 H 2.36452 -0.20862 -0.18475  0.228
12 H -1.40163 2.17323 0.63223  0.352
13 H -1.85882 -2.60989 -0.52742  0.386

Output
2S+1 = 1

Arrangement three

Entry from the OMol25 dataset: 2 unconnected molecules or ions with the total composition C5H6N2 (ωB97M-V/def2-TZVPD).

Each line ends with the natural charge from an NBO analysis.
Geometry (Å):
1 N 0.69746 -2.39173 1.04532  -0.308
2 C -0.04772 -1.91440 0.29793  0.260
3 C -1.03044 -1.41806 -0.64982  -0.266
4 C -1.31796 -0.01407 -0.84494  0.109
5 C 0.52442 1.72907 0.55764  -0.426
6 C 1.45052 0.77693 0.56687  -0.365
7 N -0.59377 -0.46847 -1.75606  -0.262
8 H -1.77169 -2.16329 -0.92453  0.224
9 H -1.84139 0.88231 -0.54258  0.234
10 H 0.11057 2.10058 -0.37886  0.188
11 H 0.13981 2.17316 1.47629  0.200
12 H 1.91210 0.44825 1.49315  0.206
13 H 1.76809 0.25972 -0.34040  0.204

Output
2S+1 = 1
SMILES = N#C[C@H]1C=N1.C=C

Arrangement four

Entry from the OMol25 dataset: 2 unconnected molecules or ions with the total composition C5H6N2 (ωB97M-V/def2-TZVPD).

Each line ends with the natural charge from an NBO analysis.
Geometry (Å):
1 C -1.21345 0.03437 -0.12405  0.336
2 C -0.37334 1.12714 -0.10357  -0.187
3 C 0.89699 1.39254 -0.00481  -0.257
4 C 1.87220 0.35035 0.13038  -0.067
5 C 2.57981 -0.66259 0.05288  -0.251
6 H 0.32710 -1.38823 -0.03256  0.382
7 H -1.19144 -1.89502 0.98253  0.304
8 H -2.99768 -0.64432 0.21094  0.348
9 H -0.89661 2.07391 -0.42329  0.223
10 H 0.99231 2.47562 -0.13042  0.251
11 H 3.07972 -1.75771 -0.37138  0.298
12 N -0.66965 -1.30926 -0.31580  -0.771
13 N -2.40596 0.20321 0.12916  -0.610

Output
2S+1 = 1

Q: Which of them is the most stable? A: arrangement one.

Arrangement one

Entry from the OMol25 dataset: a single C10H17N3O6 molecule (ωB97M-V/def2-TZVPD).

Each line ends with the natural charge from an NBO analysis.
Geometry (Å):
1 C -0.43167 2.73604 -0.23848  -0.140
2 C -1.17131 1.56812 0.43269  0.674
3 C 0.71451 3.30039 0.63951  -0.382
4 C 1.77205 2.24687 1.04765  -0.521
5 C 2.42502 1.68534 -0.17328  0.683
6 C -1.57456 -0.86792 0.35713  -0.169
7 C -0.66428 -1.61488 1.33248  0.789
8 C -2.02444 -1.83069 -0.79726  -0.379
9 C -0.98718 -2.14570 -1.84189  -0.529
10 C 0.15655 -2.97374 -1.34342  0.795
11 H -2.18295 3.49482 -1.05495  0.354
12 H -1.82440 4.04831 0.38918  0.363
13 H -0.07525 2.35962 -1.20360  0.194
14 H 0.25374 3.64502 1.58944  0.218
15 H 1.11736 4.19094 0.12962  0.242
16 H 2.53980 2.76675 1.63653  0.245
17 H 1.31249 1.44237 1.65001  0.227
18 H 2.54462 -0.05871 -1.26504  0.403
19 H 1.84850 -0.26452 0.28250  0.413
20 H -0.14710 0.26828 -0.79971  0.437
21 H -2.46479 -0.59258 0.94885  0.279
22 H -2.38665 -2.74457 -0.28674  0.242
23 H -2.82968 -1.31958 -1.35949  0.229
24 H -1.45897 -2.68072 -2.68582  0.249
25 H -0.66714 -1.18416 -2.27640  0.231
26 H 0.61816 -4.75474 -0.97219  0.502
27 H 0.89148 -1.60027 2.27380  0.507
28 N -1.38404 3.83779 -0.51688  -0.802
29 N 2.06891 0.34216 -0.46058  -0.874
30 N -0.97355 0.36118 -0.15717  -0.655
31 O -1.89003 1.72835 1.40941  -0.640
32 O 3.16879 2.28966 -0.93087  -0.603
33 O -0.91313 -2.64419 1.92945  -0.587
34 O 1.22788 -2.55609 -0.91013  -0.616
35 O -0.16615 -4.28382 -1.29322  -0.672
36 O 0.52805 -0.96230 1.60232  -0.708

Output
2S+1 = 1
SMILES = NC(=O)CC[C@H](N)C(=O)N[C@@H](CCC(=O)O)C(=O)O

Arrangement two

Entry from the OMol25 dataset: a single C10H17N3O6 molecule (ωB97M-V/def2-TZVPD).

Each line ends with the natural charge from an NBO analysis.
Geometry (Å):
1 C -0.86664 2.11338 1.11069  -0.130
2 C -0.88158 0.59458 1.48508  0.678
3 C 0.41101 2.81162 1.49528  -0.391
4 C 1.71458 2.09688 1.03789  -0.507
5 C 1.75883 2.13790 -0.50292  0.672
6 C -0.75765 -1.61189 0.54580  -0.180
7 C 0.63629 -2.26385 0.66847  0.792
8 C -1.63632 -2.22868 -0.56415  -0.379
9 C -1.19762 -1.87971 -1.99199  -0.535
10 C 0.14721 -2.33489 -2.38346  0.801
11 H -2.84560 2.70424 1.08303  0.360
12 H -2.27496 2.33020 2.54305  0.372
13 H -0.86812 2.17929 -0.04285  0.185
14 H 0.40098 2.95707 2.59092  0.220
15 H 0.45606 3.83515 1.07873  0.237
16 H 2.51717 2.72614 1.33160  0.245
17 H 1.86172 1.09564 1.43418  0.217
18 H 2.12735 1.19230 -2.16197  0.408
19 H 1.59013 0.11590 -0.91737  0.416
20 H -0.44946 0.24006 -0.42098  0.419
21 H -1.15404 -1.84801 1.56999  0.282
22 H -1.65931 -3.27533 -0.30673  0.238
23 H -2.69045 -1.90895 -0.43548  0.229
24 H -1.95310 -2.24874 -2.69348  0.251
25 H -1.28643 -0.76635 -2.10092  0.230
26 H 1.01445 -3.84756 -3.05390  0.496
27 H 2.46625 -1.86546 0.72932  0.505
28 N -2.02193 2.79746 1.70070  -0.818
29 N 1.54472 1.07682 -1.33372  -0.864
30 N -0.76866 -0.21979 0.43973  -0.640
31 O -0.98765 0.17246 2.62080  -0.641
32 O 2.04891 3.21082 -0.96188  -0.617
33 O 0.70784 -3.44986 0.82968  -0.576
34 O 1.15407 -1.69604 -2.28174  -0.610
35 O 0.09710 -3.58963 -2.89505  -0.669
36 O 1.64484 -1.35315 0.75363  -0.693

Output
2S+1 = 1
SMILES = NC(=O)CC[C@H](N)C(=O)N[C@@H](CCC(=O)O)C(=O)O

Q: Which of them is the most stable? A: arrangement one.

Arrangement one

Entry from the OMol25 dataset: 2 unconnected molecules or ions with the total composition C3H9NS (ωB97M-V/def2-TZVPD).

Each line ends with the natural charge from an NBO analysis.
Geometry (Å):
1 C 4.03900 0.61743 -1.06171  0.041
2 N 3.81505 0.08916 0.11521  -0.683
3 H 4.00004 1.75039 -1.25513  0.117
4 H 4.29309 0.17707 -1.99988  0.156
5 H -0.13541 -0.08456 0.00989  0.107
6 H 4.48782 0.50950 0.73386  0.370
7 C -2.78291 -1.65585 0.24556  -0.631
8 C -2.54424 -0.16306 -0.29445  -0.517
9 S -1.06852 0.62960 0.52552  -0.051
10 H -2.49136 -1.78334 1.34975  0.226
11 H -2.25578 -2.50692 -0.48216  0.207
12 H -3.87790 -1.86521 0.22471  0.208
13 H -3.37428 0.43172 0.27911  0.223
14 H -2.52643 -0.11745 -1.41145  0.226

Output
2S+1 = 1
SMILES = C=N.CCS

Arrangement two

Entry from the OMol25 dataset: a molecular structure, C3H9NS (ωB97M-V/def2-TZVPD).

Each line ends with the natural charge from an NBO analysis.
Geometry (Å):
1 C 1.90480 -0.55765 -0.07717  -0.442
2 C -0.03982 0.49261 0.29623  -0.242
3 C -1.41042 0.77280 -0.33195  -0.518
4 H 2.24301 0.41245 -0.38740  0.220
5 H 2.81909 -0.94076 -0.91629  0.187
6 H 2.12960 -1.16660 1.00646  0.200
7 H 0.02542 -1.68987 0.23307  0.409
8 H 0.16508 0.83422 1.55358  0.182
9 H 0.47680 1.41887 -0.32747  0.196
10 H -1.87657 1.74441 -0.15550  0.237
11 H -1.30237 0.30106 -1.57913  0.230
12 H -3.25226 -0.08251 0.97485  0.134
13 N 0.42840 -0.73335 -0.21971  -0.698
14 S -2.31078 -0.80569 -0.06956  -0.094

Output
2S+1 = 1

Q: Which of them is the most stable? A: arrangement one.

Arrangement one

Entry from the OMol25 dataset: a single C3H9NS molecule (ωB97M-V/def2-TZVPD).

Each line ends with the natural charge from an NBO analysis.
Geometry (Å):
1 C 1.51895 0.63689 0.87296  -0.738
2 S -0.19342 0.20189 1.38047  0.101
3 H 1.59140 1.36789 0.07024  0.210
4 H 1.88112 1.09505 1.78132  0.234
5 H 2.07432 -0.26541 0.62840  0.208
6 C -0.43521 0.37835 -2.14624  -0.420
7 C -0.79897 -0.80844 -0.07121  -0.317
8 N -0.06768 -0.77513 -1.30157  -0.619
9 H -1.36972 0.25292 -2.69898  0.193
10 H 0.36763 0.44799 -2.87993  0.199
11 H -0.57054 1.29380 -1.56207  0.177
12 H -1.77117 -0.34471 -0.17198  0.208
13 H -0.88537 -1.83458 0.27856  0.203
14 H 0.93377 -0.72495 -1.22196  0.362

Output
2S+1 = 1
SMILES = CNCSC

Arrangement two

Entry from the OMol25 dataset: a single C3H9NS molecule (ωB97M-V/def2-TZVPD).

Each line ends with the natural charge from an NBO analysis.
Geometry (Å):
1 C 0.37801 -0.35886 2.31071  -0.693
2 S -0.42032 0.75812 0.97094  0.147
3 H 1.22105 0.19451 2.54974  0.213
4 H -0.37712 -0.09983 3.10622  0.225
5 H 0.34856 -1.36484 1.96528  0.231
6 C -0.61972 -0.62885 -2.34856  -0.416
7 C 0.63421 0.35723 -0.42860  -0.386
8 N 0.39903 -0.82425 -1.36828  -0.669
9 H -1.43457 -0.01875 -1.89644  0.199
10 H -1.04756 -1.64453 -2.82111  0.195
11 H -0.44829 -0.02372 -3.20711  0.164
12 H 1.61763 0.46365 0.06973  0.221
13 H 0.51765 1.25266 -1.16482  0.193
14 H 1.17964 -1.33631 -1.75984  0.375

Output
2S+1 = 1
SMILES = CNCSC

Q: Which of them is the most stable? A: arrangement one.